Record 1
{"formula": "C28H28N7OS2Ta", "method": "the ωB97M-V functional and the def2-TZVPD basis", "total_charge": 4, "orbital_gap_ev": 5.94, "e_lumo_ev": -13.8797, "e_above_lowest_kj_mol": 11.87, "elements": ["Ta", "C", "C", "C", "C", "C", "C", "N", "N", "C", "C", "C", "C", "C", "N", "H", "H", "H", "H", "H", "H", "H", "H", "H", "S", "C", "C", "C", "C", "C", "N", "H", "H", "H", "H", "C", "C", "C", "C", "C", "C", "C", "S", "C", "O", "H", "H", "H", "H", "H", "H", "H", "H", "H", "H", "N", "C", "C", "N", "C", "C", "N", "H", "H", "H", "H", "H"], "positions_angstrom": [[-0.956, 0.322, 1.150], [-1.501, -5.308, 1.545], [-0.424, -5.060, 2.392], [-0.089, -3.762, 2.734], [-0.843, -2.714, 2.199], [-1.921, -2.954, 1.341], [-2.252, -4.257, 1.020], [-0.569, -1.369, 2.555], [0.007, -1.171, 3.645], [0.202, 0.177, 3.965], [0.667, 0.494, 5.219], [0.728, 1.843, 5.577], [0.318, 2.802, 4.662], [-0.112, 2.405, 3.408], [-0.168, 1.107, 3.038], [-1.765, -6.329, 1.299], [0.148, -5.885, 2.797], [0.743, -3.564, 3.397], [-2.556, -2.148, 0.981], [-3.107, -4.463, 0.391], [0.945, -0.300, 5.899], [1.076, 2.132, 6.561], [0.328, 3.855, 4.909], [-0.431, 3.138, 2.679], [-3.069, 0.636, 2.142], [-3.609, 0.671, 0.444], [-4.880, 0.747, -0.062], [-4.995, 0.803, -1.454], [-3.858, 0.768, -2.260], [-2.617, 0.671, -1.670], [-2.502, 0.626, -0.327], [-5.746, 0.774, 0.587], [-5.976, 0.879, -1.907], [-3.939, 0.823, -3.336], [-1.701, 0.655, -2.248], [3.576, 0.755, -5.592], [2.713, 0.198, -4.513], [3.236, -0.067, -3.231], [2.463, -0.624, -2.243], [1.115, -0.908, -2.521], [0.562, -0.632, -3.787], [1.364, -0.088, -4.765], [0.061, -1.775, -1.490], [1.039, -3.065, -0.742], [-0.213, -0.851, -0.134], [4.617, 0.830, -5.290], [3.223, 1.749, -5.878], [3.513, 0.130, -6.485], [4.281, 0.143, -3.040], [2.902, -0.860, -1.281], [-0.467, -0.892, -4.006], [0.956, 0.094, -5.751], [1.979, -2.673, -0.362], [1.221, -3.780, -1.548], [0.431, -3.526, 0.035], [3.449, 3.352, 0.071], [2.125, 3.250, -0.007], [1.401, 2.147, 0.500], [0.063, 2.110, 0.394], [-0.589, 3.130, -0.191], [0.153, 4.206, -0.682], [1.461, 4.262, -0.600], [4.028, 2.681, 0.545], [3.885, 4.196, -0.276], [1.898, 1.322, 1.001], [-1.667, 3.098, -0.249], [-0.355, 5.042, -1.151]], "atomic_forces_ev_per_a": [[0.107, 0.114, -0.354], [-0.004, -0.001, -0.007], [-0.005, -0.010, -0.001], [-0.008, 0.004, -0.011], [-0.100, -0.101, 0.032], [0.004, -0.041, 0.009], [0.027, -0.022, 0.014], [-0.005, -0.018, 0.120], [0.009, 0.043, -0.031], [-0.040, -0.032, 0.033], [-0.025, -0.015, -0.054], [0.006, 0.031, 0.010], [0.008, -0.004, 0.025], [-0.014, 0.006, -0.042], [0.159, -0.069, 0.050], [-0.001, -0.001, -0.002], [0.000, -0.001, 0.002], [-0.015, 0.023, -0.002], [0.022, 0.050, 0.021], [-0.002, -0.002, -0.001], [0.001, -0.002, 0.000], [-0.002, 0.000, 0.002], [0.002, 0.000, 0.003], [0.005, -0.005, 0.008], [-0.267, 0.089, 0.086], [0.063, 0.006, 0.091], [0.019, -0.005, -0.012], [-0.024, -0.001, 0.025], [0.043, -0.002, -0.015], [-0.040, -0.018, -0.071], [-0.222, 0.046, -0.103], [-0.003, 0.002, 0.002], [-0.003, -0.001, 0.005], [-0.013, 0.002, -0.001], [0.007, 0.001, 0.021], [0.018, 0.010, 0.008], [-0.019, -0.006, -0.002], [-0.007, 0.001, -0.018], [0.010, -0.022, 0.026], [-0.105, -0.039, 0.021], [0.024, 0.047, 0.009], [0.005, -0.007, 0.017], [-0.069, -0.244, -0.007], [-0.049, 0.040, -0.066], [0.574, 0.365, 0.066], [-0.001, -0.001, 0.001], [-0.003, -0.007, -0.017], [-0.001, 0.009, -0.009], [0.008, -0.011, 0.004], [0.002, 0.007, 0.002], [0.000, -0.009, -0.009], [0.004, 0.005, -0.005], [-0.007, 0.003, 0.030], [0.015, 0.005, -0.009], [0.031, -0.018, -0.023], [-0.010, 0.002, -0.007], [-0.035, 0.013, -0.007], [0.033, -0.030, -0.004], [-0.055, -0.168, 0.124], [-0.127, -0.013, 0.035], [-0.026, 0.018, -0.003], [0.018, -0.029, 0.020], [0.007, 0.005, 0.006], [0.011, -0.004, -0.002], [0.014, 0.006, -0.024], [0.039, 0.000, -0.004], [0.013, 0.004, -0.003]]}

***

Record 2
{"formula": "C28H29BeGeN2S2", "method": "the ωB97M-V functional and the def2-TZVPD basis", "total_charge": 1, "orbital_gap_ev": 7.21, "e_lumo_ev": -2.8613, "elements": ["Be", "C", "N", "C", "C", "N", "C", "C", "C", "C", "C", "C", "C", "S", "C", "C", "C", "C", "C", "C", "S", "H", "H", "H", "H", "H", "H", "H", "H", "H", "H", "H", "H", "H", "H", "H", "H", "H", "H", "Ge", "C", "C", "C", "C", "C", "C", "C", "C", "C", "C", "C", "C", "H", "H", "H", "H", "H", "H", "H", "H", "H", "H", "H"], "positions_angstrom": [[0.897, 1.586, 0.676], [2.077, 0.736, -1.591], [2.279, 1.148, -0.181], [2.858, 2.505, -0.161], [1.790, 3.520, -0.553], [0.477, 3.182, -0.004], [0.063, 4.166, 1.021], [-0.567, 2.928, -0.992], [-0.809, 3.747, -2.051], [-1.904, 3.488, -2.902], [-2.767, 2.441, -2.646], [-2.496, 1.582, -1.607], [-1.392, 1.800, -0.782], [-0.950, 0.617, 0.522], [3.032, 0.180, 0.612], [4.096, -0.503, 0.073], [4.845, -1.351, 0.878], [4.542, -1.532, 2.229], [3.483, -0.839, 2.804], [2.726, 0.091, 2.003], [1.507, 1.119, 2.709], [3.045, 0.742, -2.146], [1.706, -0.324, -1.599], [1.340, 1.417, -2.051], [3.329, 2.699, 0.830], [3.667, 2.617, -0.873], [2.086, 4.475, -0.079], [1.845, 3.656, -1.674], [-0.132, 5.155, 0.647], [-0.865, 3.775, 1.414], [0.794, 4.159, 1.829], [-0.189, 4.620, -2.280], [-2.131, 4.182, -3.716], [-3.632, 2.282, -3.301], [-3.100, 0.684, -1.408], [4.407, -0.336, -0.944], [5.657, -1.922, 0.460], [5.137, -2.238, 2.810], [3.260, -1.008, 3.827], [-0.661, -1.788, 0.255], [-1.549, -2.232, 1.970], [-2.933, -2.134, 2.134], [-3.492, -2.485, 3.364], [-2.669, -2.916, 4.423], [-1.283, -2.929, 4.294], [-0.725, -2.584, 3.054], [-1.576, -2.401, -1.379], [-0.864, -2.961, -2.432], [-1.515, -3.555, -3.486], [-2.921, -3.571, -3.569], [-3.650, -2.822, -2.638], [-3.011, -2.271, -1.539], [0.881, -2.022, 0.205], [-3.599, -1.757, 1.367], [-4.543, -2.336, 3.539], [-3.171, -3.254, 5.330], [-0.645, -3.122, 5.181], [0.355, -2.554, 2.929], [0.243, -2.926, -2.459], [-1.002, -4.048, -4.331], [-3.377, -4.107, -4.403], [-4.704, -2.663, -2.861], [-3.593, -1.809, -0.752]], "atomic_forces_ev_per_a": [[-0.633, -0.520, 1.862], [0.009, -1.027, -0.195], [-0.075, -0.122, -0.387], [0.997, 0.517, 0.694], [1.419, 1.493, -0.758], [0.284, -0.784, -0.299], [-0.511, -0.979, 0.611], [-0.322, -1.030, 0.987], [-0.697, 0.827, -1.427], [0.235, 0.756, 0.232], [-0.317, 0.160, -0.788], [0.197, -1.002, 0.915], [0.020, -0.667, -0.515], [-0.217, 0.758, -0.230], [0.075, 0.249, 1.468], [0.523, -0.330, 0.367], [-0.021, -0.255, 0.156], [-0.346, 0.073, -0.318], [-0.078, 0.806, -1.980], [0.985, -0.999, -0.055], [-0.367, 0.454, -0.984], [-0.780, 0.214, 0.299], [0.147, 1.080, -0.053], [0.394, -0.463, -0.005], [-0.741, -0.202, -0.463], [0.334, -0.295, -0.263], [0.013, -0.281, -0.620], [-0.638, -0.103, 1.244], [0.205, 0.396, -0.482], [-0.307, 0.072, 0.362], [0.027, 0.130, -0.114], [-0.140, -0.306, 0.287], [0.250, -0.303, 0.247], [0.373, 0.021, 0.361], [0.202, 0.580, -0.237], [-0.046, -0.132, -0.279], [0.180, 0.059, -0.181], [-0.234, 0.265, -0.074], [-0.347, 0.197, 0.756], [-0.734, -0.015, -0.099], [0.775, 0.171, -0.379], [-0.046, -0.156, 0.704], [1.007, 0.116, 0.106], [-0.532, -0.030, -0.388], [0.130, 0.246, 0.085], [-0.310, 0.042, 0.046], [-1.617, 0.701, 0.081], [1.281, 0.244, 0.287], [-1.275, -0.991, -1.426], [1.138, 0.605, 0.242], [-0.053, -0.341, -0.698], [1.645, -0.452, 0.433], [-0.501, 0.157, 0.063], [0.172, -0.080, -0.091], [-0.272, -0.234, -0.052], [0.360, 0.283, -0.050], [-0.451, -0.077, -0.850], [-0.114, -0.088, 0.078], [-0.720, -0.172, 0.238], [0.092, 0.372, 0.790], [-0.085, 0.350, 0.303], [0.088, -0.111, 0.561], [-0.031, 0.150, -0.123]]}